Molecular formula: C7H12N5
Method: DFT, the ωB97M-V functional and the def2-TZVPD basis

```
24
C7H12N5 the ωB97M-V functional and the def2-TZVPD basis
C -2.24 -1.48 1.87
C -1.62 -1.49 0.62
C -1.69 0.52 1.55
C -1.05 0.63 -3.10
C -0.95 -0.16 -2.03
C 2.06 0.29 0.37
C -0.61 0.37 -0.69
N -2.25 -0.26 2.41
N -1.24 -0.18 0.42
N 3.40 0.27 0.21
N 1.57 0.90 1.52
N 1.31 -0.13 -0.60
H -2.70 -2.20 2.46
H -1.30 -2.09 -0.17
H -1.63 1.57 1.63
H -1.22 0.12 -4.00
H -0.71 1.61 -3.04
H -1.08 -1.14 -1.99
H -0.58 1.50 -0.66
H 3.93 0.14 1.10
H 3.95 0.29 -0.59
H 2.22 1.31 2.14
H 0.90 0.28 1.97
H 1.54 -0.69 -1.40
```

Properties
strongest force on any atom	4.522	eV/Å
total charge	+1
gap between HOMO and LUMO	8.66	eV
HOMO	-12.5	eV

Molecular formula: C7H12NO2
Method: DFT, the ωB97M-V functional and the def2-TZVPD basis

```
22
C7H12NO2 the ωB97M-V functional and the def2-TZVPD basis
C 0.21 -0.30 1.36
C -0.14 1.96 0.01
C 1.57 -0.88 0.70
C 1.61 -0.60 -0.74
C -0.57 0.54 0.30
C -0.03 0.34 -1.14
C -2.10 0.39 0.48
N 1.20 -1.95 -0.24
O 0.31 1.63 -1.29
O -0.58 -0.36 -2.10
H -0.42 -1.06 1.71
H 0.52 0.36 2.19
H -1.01 2.60 -0.21
H 0.49 2.60 0.72
H 2.42 -1.00 1.38
H 2.45 -0.38 -1.40
H -2.86 0.55 -0.33
H -2.49 0.96 1.46
H -2.24 -0.65 0.70
H 1.67 -2.76 -0.38
H 0.26 -2.10 -0.28
H -0.28 0.12 -2.90
```

Properties
strongest force on any atom	5.688	eV/Å
total charge	+1
gap between HOMO and LUMO	10.50	eV
HOMO	-13.3	eV

Molecular formula: C7H12NO3PS
Method: DFT, the ωB97M-V functional and the def2-TZVPD basis

```
25
C7H12NO3PS the ωB97M-V functional and the def2-TZVPD basis
C 1.90 0.98 -1.32
C 0.47 1.07 -0.88
C -0.41 1.74 -1.92
N 0.32 1.56 0.38
C -0.01 0.71 1.27
P 0.40 1.12 3.13
O -0.37 0.08 4.00
O 1.88 0.94 2.94
O -0.06 2.53 3.06
C -0.25 -0.72 1.01
C -1.66 -1.15 1.54
C 0.72 -1.65 1.58
S -0.20 -0.78 -0.88
H 2.25 0.29 -0.45
H 2.43 1.92 -1.34
H 2.01 0.62 -2.43
H -1.47 1.48 -1.83
H -0.18 1.37 -2.87
H 0.00 2.76 -1.92
H -1.71 -2.20 1.43
H -2.45 -0.67 0.90
H -1.81 -0.75 2.48
H 0.93 -1.19 2.63
H 1.63 -1.65 1.07
H 0.42 -2.73 1.71
```

Properties
strongest force on any atom	4.030	eV/Å
total charge	-2
gap between HOMO and LUMO	5.25	eV
HOMO	-0.1	eV

Molecular formula: C7H12NOS2
Method: DFT, the ωB97M-V functional and the def2-TZVPD basis

```
23
C7H12NOS2 the ωB97M-V functional and the def2-TZVPD basis
C 0.32 -2.58 2.39
S 1.97 -2.67 1.68
C 1.44 -1.49 0.00
C 0.25 -1.26 -1.19
N 0.85 -0.30 -1.93
C 0.50 0.92 -1.70
O 0.95 2.00 -2.06
C -0.71 1.09 -0.61
C -0.06 1.72 0.64
C -1.76 2.06 -1.20
S -1.29 -0.54 -0.36
H 0.31 -1.57 2.75
H -0.44 -2.57 1.47
H 0.10 -3.38 3.10
H 2.45 -1.45 -0.52
H 1.15 -0.60 0.51
H -0.21 -2.13 -1.68
H 0.30 0.96 1.31
H -0.84 2.40 1.10
H 0.73 2.41 0.39
H -2.36 1.68 -2.07
H -1.32 3.00 -1.64
H -2.33 2.31 -0.39
```

Properties
strongest force on any atom	3.389	eV/Å
total charge	-1
gap between HOMO and LUMO	7.51	eV
HOMO	-4.4	eV

Molecular formula: C7H12O
Method: DFT, the ωB97M-V functional and the def2-TZVPD basis

```
20
C7H12O the ωB97M-V functional and the def2-TZVPD basis
C -2.00 0.27 -1.93
C -1.79 -0.76 -1.10
C -0.54 -1.02 -0.39
C 0.68 -0.50 -0.62
C 1.88 -0.99 0.11
C 2.23 -0.23 1.39
C 1.54 0.69 2.04
H -1.18 0.94 -2.16
H -2.95 0.40 -2.42
H -2.52 -1.53 -0.92
H -0.64 -1.74 0.42
H 0.86 0.23 -1.41
H 1.79 -2.05 0.33
H 2.72 -0.87 -0.55
H 3.30 -0.30 1.58
H 1.83 1.23 2.94
H 0.55 0.94 1.66
O -1.64 1.98 0.45
H -1.62 1.02 0.40
H -2.50 2.28 0.17
```

Properties
strongest force on any atom	1.802	eV/Å
gap between HOMO and LUMO	9.39	eV
HOMO	-8.8	eV

Molecular formula: C7H12O
Method: DFT, the ωB97M-V functional and the def2-TZVPD basis

```
20
C7H12O the ωB97M-V functional and the def2-TZVPD basis
C 1.37 0.30 -2.00
C 0.35 -0.60 -1.83
C -0.55 -0.59 -0.69
C -0.74 -1.93 -0.25
C -0.44 -2.34 0.95
C -1.02 0.75 -0.48
C -1.71 1.11 0.78
H 1.83 0.86 -1.20
H 1.96 0.44 -2.94
H 0.14 -1.36 -2.73
H -1.46 -2.48 -0.85
H -0.90 -3.02 1.56
H 0.35 -1.84 1.54
H -0.65 1.60 -1.15
H -1.33 0.60 1.80
H -1.43 2.21 1.16
H -2.78 1.04 0.79
O 2.33 1.35 1.75
H 3.11 2.05 1.56
H 1.57 1.85 2.24
```

Properties
strongest force on any atom	5.740	eV/Å
gap between HOMO and LUMO	9.00	eV
HOMO	-8.4	eV

Molecular formula: C7H12O
Method: DFT, the ωB97M-V functional and the def2-TZVPD basis

```
20
C7H12O the ωB97M-V functional and the def2-TZVPD basis
C -0.99 0.08 -2.13
C -1.76 -0.79 -1.45
C -2.98 -0.40 -0.63
O -1.61 -2.16 -1.56
H -1.16 1.16 -2.03
H -0.11 -0.26 -2.65
H -3.05 0.68 -0.46
H -3.92 -0.66 -1.21
H -2.97 -0.95 0.34
H -2.07 -2.56 -0.80
C 3.03 2.13 0.55
C 2.03 1.59 1.28
C 2.03 0.22 1.76
C 0.98 -0.38 2.38
H 3.97 1.54 0.48
H 2.98 3.08 0.01
H 1.13 2.15 1.48
H 2.97 -0.34 1.58
H 1.04 -1.41 2.77
H -0.01 0.17 2.42
```

Properties
strongest force on any atom	1.934	eV/Å
gap between HOMO and LUMO	9.48	eV
HOMO	-8.7	eV

Molecular formula: C7H12O
Method: DFT, the ωB97M-V functional and the def2-TZVPD basis

```
20
C7H12O the ωB97M-V functional and the def2-TZVPD basis
C -2.78 -0.58 -0.63
C -1.77 -0.79 0.23
C -0.83 0.23 0.69
C -0.18 0.03 1.85
C -0.80 1.55 -0.02
H -3.53 -1.33 -0.82
H -2.85 0.31 -1.23
H -1.80 -1.68 0.85
H -0.48 -0.68 2.60
H 0.80 0.40 2.09
H 0.05 2.14 0.32
H -0.72 1.41 -1.10
H -1.72 2.11 0.13
C 2.26 0.33 -1.12
C 1.99 -0.90 -0.68
O 2.78 -1.62 0.17
H 1.71 0.78 -1.92
H 3.15 0.86 -0.80
H 1.18 -1.50 -1.05
H 3.55 -1.09 0.44
```

Properties
strongest force on any atom	1.960	eV/Å
gap between HOMO and LUMO	9.18	eV
HOMO	-8.4	eV

Molecular formula: C7H12O
Method: DFT, the ωB97M-V functional and the def2-TZVPD basis

```
20
C7H12O the ωB97M-V functional and the def2-TZVPD basis
C -3.19 1.69 0.72
C -2.32 1.24 -0.43
C -1.19 0.31 0.20
C -0.12 -0.16 -0.45
C 0.91 -0.95 0.13
C 2.25 -0.77 -0.28
C 3.28 -1.60 0.31
O 2.54 0.10 -1.30
H -2.48 1.97 1.53
H -3.93 0.83 0.88
H -3.89 2.55 0.57
H -3.06 0.45 -0.99
H -1.88 1.95 -0.96
H -1.45 -0.03 1.23
H -0.02 -0.11 -1.58
H 0.76 -1.56 0.89
H 4.08 -0.91 0.71
H 3.70 -2.43 -0.30
H 2.88 -2.25 1.19
H 3.13 -0.32 -2.07
```

Properties
strongest force on any atom	7.221	eV/Å
gap between HOMO and LUMO	8.51	eV
HOMO	-7.8	eV

Molecular formula: C7H12O
Method: DFT, the ωB97M-V functional and the def2-TZVPD basis

```
20
C7H12O the ωB97M-V functional and the def2-TZVPD basis
C -1.57 1.46 -1.65
C -1.43 0.47 -0.80
C -0.31 0.74 0.17
C 0.85 0.07 0.16
C 1.79 0.27 1.33
C 1.08 -1.04 -0.76
C 0.68 -1.02 -2.00
H -0.75 2.22 -1.59
H -2.29 1.41 -2.53
H -1.99 -0.45 -0.63
H -0.68 1.51 1.04
H 1.53 -0.22 2.29
H 2.74 -0.29 1.14
H 2.12 1.26 1.09
H 1.58 -1.93 -0.21
H 0.44 -0.12 -2.59
H 0.87 -1.80 -2.78
O -1.44 -0.46 2.86
H -2.25 -0.95 3.02
H -0.97 -1.14 2.44
```

Properties
strongest force on any atom	3.823	eV/Å
gap between HOMO and LUMO	9.19	eV
HOMO	-8.5	eV

Molecular formula: C7H12O
Method: DFT, the ωB97M-V functional and the def2-TZVPD basis

```
20
C7H12O the ωB97M-V functional and the def2-TZVPD basis
C -2.02 -0.51 -0.64
C -1.31 0.86 -0.48
C -0.77 -0.32 0.26
C 0.50 -0.68 -0.33
C 1.48 0.34 -0.32
C 2.83 0.11 -0.48
O 3.89 1.01 -0.74
C -0.96 -0.22 1.81
H -3.08 -0.25 -0.67
H -2.23 -2.19 0.08
H -1.74 -1.05 -1.54
H -1.84 1.67 0.00
H -0.74 1.19 -1.34
H 0.91 -1.66 -0.49
H 1.22 1.41 -0.36
H 3.16 -0.91 -0.67
H 3.44 1.87 -0.65
H -0.65 0.76 2.11
H -0.18 -0.89 2.21
H -1.91 -0.53 2.24
```

Properties
strongest force on any atom	5.148	eV/Å
multiplicity	2
total charge	+1
gap between HOMO and LUMO (spin up / spin down)	5.02 / 8.07	eV
HOMO (spin up / spin down)	-11.9 / -14.6	eV

Molecular formula: C7H12O2
Method: DFT, the ωB97M-V functional and the def2-TZVPD basis

```
21
C7H12O2 the ωB97M-V functional and the def2-TZVPD basis
C 1.91 -0.13 -0.41
C 1.19 -1.40 0.13
C -0.24 -0.87 -0.04
C -1.72 -1.10 -0.44
O -2.03 0.35 -0.54
C -1.16 1.12 0.28
C 0.14 1.73 -0.37
O 1.36 1.13 -0.01
C -0.54 0.11 1.20
H 1.93 -0.19 -1.48
H 2.96 -0.15 0.00
H 1.38 -2.21 -0.53
H 1.46 -1.61 1.17
H -0.05 -0.25 -0.91
H -2.33 -1.48 0.37
H -1.93 -1.52 -1.40
H -1.75 1.93 0.75
H 0.00 1.82 -1.49
H 0.32 2.75 0.05
H 0.32 0.43 1.75
H -1.21 -0.43 1.92
```

Properties
strongest force on any atom	2.258	eV/Å
gap between HOMO and LUMO	10.14	eV
HOMO	-9.2	eV

Molecular formula: C7H12O2
Method: DFT, the ωB97M-V functional and the def2-TZVPD basis

```
21
C7H12O2 the ωB97M-V functional and the def2-TZVPD basis
C 1.53 1.09 -0.56
C 0.37 0.39 0.11
C -0.37 1.32 1.12
O -0.06 0.98 2.43
O -1.76 1.26 0.87
C 0.59 -1.04 0.57
C -0.85 -1.49 0.53
C -0.30 -0.72 -0.63
C -0.33 -1.05 -2.08
H 2.17 1.55 0.19
H 2.13 0.38 -1.13
H 1.17 1.87 -1.23
H -0.01 2.35 0.97
H 0.08 -0.03 2.44
H -2.20 1.74 1.57
H 1.49 -1.61 0.63
H -1.57 -1.04 1.19
H -1.02 -2.55 0.35
H 0.51 -0.60 -2.60
H -0.32 -2.13 -2.22
H -1.25 -0.66 -2.52
```

Properties
strongest force on any atom	1.935	eV/Å
gap between HOMO and LUMO	9.85	eV
HOMO	-8.9	eV

Molecular formula: C7H12O2
Method: DFT, the ωB97M-V functional and the def2-TZVPD basis

```
21
C7H12O2 the ωB97M-V functional and the def2-TZVPD basis
C 2.14 0.22 -0.03
C 0.76 1.10 -0.43
C -0.69 1.00 0.05
C -1.50 -0.08 -0.77
C -0.97 -1.58 -0.44
C 0.45 -1.10 0.01
O 1.90 -1.29 -0.18
O 0.30 -0.80 1.31
C -0.66 0.17 1.46
H 2.40 0.24 1.12
H 2.99 0.63 -0.65
H 0.89 1.14 -1.43
H 1.25 2.13 -0.19
H -1.29 1.97 0.06
H -2.63 0.02 -0.56
H -1.38 -0.06 -1.83
H -0.91 -1.96 -1.37
H -1.43 -2.08 0.42
H 0.30 -0.26 -0.70
H -1.59 -0.27 1.95
H -0.33 0.86 2.21
```

Properties
strongest force on any atom	6.779	eV/Å
gap between HOMO and LUMO	9.57	eV
HOMO	-8.6	eV

Molecular formula: C7H12O2
Method: DFT, the ωB97M-V functional and the def2-TZVPD basis

```
21
C7H12O2 the ωB97M-V functional and the def2-TZVPD basis
C -0.88 -1.76 -1.76
C -1.26 -1.56 -0.28
C -0.64 -0.51 0.23
O 0.47 0.10 -0.41
C 1.68 0.07 0.28
O -0.80 0.03 1.43
C -1.53 -0.45 2.52
H -1.35 -2.70 -2.19
H 0.15 -1.77 -1.95
H -1.31 -0.83 -2.18
H -2.09 -2.05 0.30
H 1.93 -0.84 0.73
H 1.72 0.82 1.16
H 2.49 0.22 -0.50
H -1.44 -1.43 2.91
H -2.58 -0.26 2.46
H -1.23 0.22 3.34
C 2.14 3.30 -1.90
C 1.13 2.93 -1.33
H 3.09 3.63 -2.14
H 0.28 2.86 -0.73
```

Properties
strongest force on any atom	3.769	eV/Å
gap between HOMO and LUMO	9.26	eV
HOMO	-8.4	eV

Molecular formula: C7H12O2
Method: DFT, the ωB97M-V functional and the def2-TZVPD basis

```
21
C7H12O2 the ωB97M-V functional and the def2-TZVPD basis
C -0.49 -0.56 -0.57
C 0.45 0.80 0.40
C -0.15 -0.70 -2.03
C 0.47 0.40 1.86
C 1.83 0.72 -0.24
C -1.57 0.32 -0.17
O -0.34 -1.74 0.08
C -2.69 -0.28 0.51
O -2.77 -1.09 1.40
H -0.85 -1.72 0.91
H 0.09 1.82 0.29
H -1.76 1.18 -0.79
H -0.12 0.27 -2.53
H -0.94 -1.30 -2.50
H 0.80 -1.22 -2.16
H 2.52 1.34 0.34
H 1.09 1.11 2.41
H 0.90 -0.59 1.99
H -0.52 0.42 2.30
H 1.84 1.12 -1.25
H 2.21 -0.30 -0.25
```

Properties
strongest force on any atom	3.818	eV/Å
gap between HOMO and LUMO	7.55	eV
HOMO	-7.5	eV

Molecular formula: C7H12O2
Method: DFT, the ωB97M-V functional and the def2-TZVPD basis

```
21
C7H12O2 the ωB97M-V functional and the def2-TZVPD basis
C -1.99 1.46 -0.15
C -0.70 0.69 -0.40
C 0.50 1.65 -0.36
C -0.66 -0.55 0.89
O -1.63 -1.29 0.80
O -0.44 0.14 2.08
H -2.86 0.80 -0.11
H -1.97 2.01 0.79
H -2.14 2.23 -0.91
H -0.78 0.20 -1.36
H 0.65 2.02 0.65
H 0.31 2.53 -0.99
H 1.39 1.17 -0.77
H -0.97 0.95 2.16
C 1.19 -1.59 0.90
C 1.35 -1.76 -0.45
C 1.82 -2.27 -1.54
H 1.13 -2.48 1.51
H 1.84 -0.84 1.34
H 1.98 -3.34 -1.63
H 1.99 -1.73 -2.46
```

Properties
strongest force on any atom	6.027	eV/Å
gap between HOMO and LUMO (spin up / spin down)	6.86 / 7.31	eV
HOMO (spin up / spin down)	-8.2 / -8.3	eV

Molecular formula: C7H12O2S
Method: DFT, the ωB97M-V functional and the def2-TZVPD basis

```
22
C7H12O2S the ωB97M-V functional and the def2-TZVPD basis
C -4.10 -1.16 0.82
C -2.99 1.64 -0.99
C -3.30 -0.79 -0.15
C -3.39 0.54 -0.64
C 2.79 1.18 -0.07
C 2.79 -1.40 -0.48
C 2.37 -0.17 0.33
O 0.02 0.49 -0.82
O 0.17 0.75 1.60
S 0.51 -0.28 0.35
H -4.08 -2.21 1.20
H -4.86 -0.44 1.23
H -0.50 1.32 1.27
H -2.81 2.59 -1.52
H -2.79 -1.58 -0.66
H 2.20 1.57 -0.91
H 2.90 1.99 0.68
H 3.94 1.13 -0.44
H 3.88 -1.17 -0.90
H 2.07 -1.37 -1.24
H 2.71 -2.43 -0.04
H 2.50 -0.20 1.40
```

Properties
strongest force on any atom	4.532	eV/Å
gap between HOMO and LUMO	9.92	eV
HOMO	-9.1	eV

Molecular formula: C7H12O3
Method: DFT, the ωB97M-V functional and the def2-TZVPD basis

```
22
C7H12O3 the ωB97M-V functional and the def2-TZVPD basis
O 1.17 2.00 0.90
C 0.50 1.02 1.11
O -1.35 1.35 1.55
C -2.01 0.38 0.73
C -1.06 -0.78 0.48
C 0.34 -0.19 0.20
C 0.53 0.18 -1.26
C 1.87 -0.02 -1.91
C 0.71 -0.92 -2.27
H -2.94 0.05 1.22
H -2.24 0.89 -0.22
H -1.03 -1.42 1.37
H -1.40 -1.38 -0.37
H 1.11 -0.92 0.49
H -0.04 1.04 -1.59
H 2.19 0.72 -2.65
H 2.67 -0.44 -1.30
H 0.74 -1.95 -1.90
H 0.24 -0.80 -3.24
O 0.49 0.62 2.92
H -0.93 0.91 2.76
H 0.45 -0.34 2.99
```

Properties
strongest force on any atom	3.610	eV/Å
gap between HOMO and LUMO	10.68	eV
HOMO	-10.1	eV

Molecular formula: C7H12O3
Method: DFT, the ωB97M-V functional and the def2-TZVPD basis

```
22
C7H12O3 the ωB97M-V functional and the def2-TZVPD basis
C -1.45 -1.51 0.30
C -0.41 -0.54 -0.26
C -0.29 -0.80 -1.75
C -0.68 0.93 0.16
O -0.04 2.13 -0.58
C 0.07 0.65 1.47
C 0.84 -0.47 0.71
C 2.13 0.07 0.11
O 2.52 -0.40 -0.96
O 2.51 1.31 0.35
H -1.61 -1.40 1.38
H -2.43 -1.33 -0.18
H -1.13 -2.54 0.13
H -1.27 -0.70 -2.24
H 0.33 -0.09 -2.31
H 0.07 -1.83 -1.92
H -1.75 1.20 0.22
H -0.29 2.94 -0.13
H 0.64 1.49 1.90
H -0.55 0.28 2.29
H 1.07 -1.39 1.24
H 1.71 2.00 0.07
```

Properties
strongest force on any atom	5.609	eV/Å
gap between HOMO and LUMO	10.18	eV
HOMO	-9.7	eV